[1]
C28H26IrN6O3 as an isolated structure. Source: OMol25; level of theory: the ωB97M-V functional and the def2-TZVPD basis.

Element x y z (Å)
Ir1 -0.94 -1.53 0.38
O1 -3.71 -3.09 2.87
C1 -2.77 -2.53 2.39
N1 -2.76 -1.76 1.21
C2 -3.69 -0.80 1.00
C3 -4.98 -0.73 1.57
C4 -5.78 0.31 1.18
C5 -5.34 1.29 0.26
C6 -4.08 1.26 -0.29
C7 -3.22 0.22 0.10
N2 -1.92 0.05 -0.30
C8 -1.58 0.44 -1.63
O2 -1.73 1.53 -2.09
C9 -1.16 -0.77 -2.40
C10 -1.01 -0.80 -3.77
C11 -0.80 -2.03 -4.38
C12 -0.74 -3.17 -3.60
C13 -0.88 -3.06 -2.22
N3 -1.08 -1.88 -1.64
C14 -1.42 -2.45 3.06
C15 -1.20 -2.95 4.32
C16 0.01 -2.66 4.94
C17 0.95 -1.88 4.27
C18 0.67 -1.43 3.00
N4 -0.50 -1.72 2.39
H1 -5.32 -1.49 2.25
H2 -6.79 0.38 1.58
H3 -6.01 2.09 -0.01
H4 -3.74 2.04 -0.95
H5 -1.09 0.13 -4.32
H6 -0.69 -2.09 -5.45
H7 -0.60 -4.15 -4.04
H8 -0.83 -3.93 -1.57
H9 -1.97 -3.53 4.80
H10 0.22 -3.03 5.94
H11 1.89 -1.61 4.74
H12 1.38 -0.83 2.44
C19 3.28 4.65 0.64
C20 3.88 3.95 -0.57
N5 3.24 2.65 -0.85
C21 2.39 2.55 -2.03
C22 1.09 3.34 -1.89
C23 3.61 1.62 -0.08
O3 4.44 1.68 0.81
C24 2.97 0.26 -0.26
C25 3.81 -0.85 -0.35
C26 3.26 -2.12 -0.33
C27 1.89 -2.25 -0.19
N6 1.08 -1.19 -0.08
C28 1.61 0.05 -0.14
H13 3.79 5.60 0.80
H14 3.42 4.04 1.54
H15 2.22 4.85 0.51
H16 4.94 3.77 -0.42
H17 3.76 4.56 -1.47
H18 2.19 1.50 -2.23
H19 2.96 2.92 -2.88
H20 0.51 3.00 -1.03
H21 0.48 3.23 -2.79
H22 1.29 4.40 -1.76
H23 4.88 -0.70 -0.40
H24 3.88 -3.00 -0.41
H25 1.43 -3.23 -0.15
H26 0.91 0.87 -0.03

Summary:
⟨S²⟩: 0.77
Energy relative to the best compared isomer or geometry (same formula, charge and spin) in kcal/mol: 0.0
Net charge: +2
LUMO level (alpha / beta) in eV: -7.30 / -8.25
HOMO energy (alpha / beta) in eV: -13.97 / -14.09
HOMO-LUMO gap (alpha / beta) in eV: 6.7 / 5.8
Max |F| in eV/A: 0.4
Spin multiplicity: 2
Energy in a.u.: -1740.7004

Here are the Löwdin charges for atoms 1 to 5, given in e: Ir 1.439; O 0.180; C -0.390; N -0.032; C -0.169

[2]
C30H30BGeN6O2Ti as an isolated structure in a non-equilibrium geometry. Source: OMol25; level of theory: the ωB97M-V functional and the def2-TZVPD basis.

Element x y z (Å)
Ti1 -1.88 2.25 0.08
C1 0.52 3.97 -2.05
C2 0.11 4.44 -0.81
N1 -1.21 4.18 -0.66
N2 -1.63 3.59 -1.76
C3 -0.61 3.42 -2.62
B1 -3.07 3.12 -1.90
N3 -3.07 1.60 -1.76
C4 -2.60 0.68 -2.62
C5 -2.77 -0.56 -2.05
C6 -3.34 -0.31 -0.81
N4 -3.51 1.01 -0.66
N5 -3.85 3.68 -0.71
C7 -4.94 4.47 -0.72
C8 -5.28 4.73 0.59
C9 -4.35 4.05 1.35
N6 -3.48 3.42 0.53
H1 1.51 4.01 -2.47
H2 0.73 4.92 -0.07
H3 -0.68 2.95 -3.59
H4 -3.57 3.48 -2.92
H5 -2.17 0.89 -3.59
H6 -2.50 -1.52 -2.47
H7 -3.61 -1.05 -0.07
H8 -5.44 4.84 -1.61
H9 -6.11 5.33 0.94
H10 -4.31 4.02 2.43
O1 -2.51 0.21 1.90
C10 -1.78 -0.33 1.09
O2 -1.27 0.40 0.08
C11 -1.52 -1.81 1.20
C12 -0.57 -2.38 0.13
Ge1 1.33 -1.94 0.38
C13 2.29 -2.80 -1.07
C14 3.22 -2.12 -1.89
C15 3.88 -2.81 -2.91
C16 3.64 -4.16 -3.13
C17 2.73 -4.84 -2.32
C18 2.06 -4.16 -1.29
C19 1.55 -0.05 0.74
C20 1.20 0.43 2.02
C21 1.34 1.78 2.33
C22 1.82 2.68 1.37
C23 2.16 2.22 0.10
C24 2.03 0.86 -0.22
C25 2.07 -2.84 1.92
C26 3.42 -2.64 2.24
C27 3.99 -3.28 3.35
C28 3.21 -4.13 4.14
C29 1.86 -4.34 3.82
C30 1.30 -3.70 2.71
H11 -2.50 -2.32 1.10
H12 -1.11 -2.05 2.21
H13 -0.92 -2.06 -0.88
H14 -0.63 -3.49 0.16
H15 3.45 -1.09 -1.74
H16 4.60 -2.28 -3.54
H17 4.15 -4.69 -3.92
H18 2.54 -5.90 -2.48
H19 1.36 -4.70 -0.67
H20 0.83 -0.25 2.77
H21 1.07 2.14 3.32
H22 1.92 3.73 1.62
H23 2.52 2.91 -0.65
H24 2.27 0.55 -1.21
H25 4.03 -1.98 1.64
H26 5.03 -3.12 3.59
H27 3.64 -4.62 4.99
H28 1.26 -5.00 4.43
H29 0.26 -3.88 2.48
H30 -0.12 2.25 0.08

Summary:
⟨S²⟩: 2.02
Net charge: -1
LUMO level (alpha / beta) in eV: 2.63 / 2.63
HOMO energy (alpha / beta) in eV: -1.34 / -3.27
HOMO-LUMO gap (alpha / beta) in eV: 4.0 / 5.9
Max |F| in eV/A: 5.6
Spin multiplicity: 3
Energy in a.u.: -4591.4494

Here are the Löwdin charges for atoms 1 to 5, given in e: Ti 0.845; C -0.112; C -0.190; N -0.051; N -0.103

[3]
An isolated ion of composition C4H7IN and charge +1 in a non-equilibrium geometry. Source: OMol25; level of theory: the ωB97M-V functional and the def2-TZVPD basis.

Element x y z (Å)
C1 -1.04 1.25 -0.23
C2 -2.14 1.99 -0.66
C3 -0.13 0.29 -0.53
C4 0.68 -0.26 0.54
N1 0.88 -1.80 0.13
I1 -2.06 3.95 -0.89
H1 -0.79 1.52 0.81
H2 -0.02 -0.23 -1.49
H3 0.18 -0.41 1.52
H4 1.76 0.14 0.64
H5 1.43 -2.26 0.95
H6 1.32 -1.94 -0.78
H7 -0.05 -2.24 -0.01

Summary:
Energy relative to the best compared isomer or geometry (same formula, charge and spin) in kcal/mol: 106.7
Net charge: +1
LUMO level (alpha / beta) in eV: -4.57 / -4.58
HOMO energy (alpha / beta) in eV: -11.59 / -11.59
HOMO-LUMO gap (alpha / beta) in eV: 7.0 / 7.0
Max |F| in eV/A: 3.0
Energy in a.u.: -508.6338

Here are the Löwdin charges for atoms 1 to 5, given in e: C -0.331; C -0.569; C -0.171; C -0.144; N 0.147

[4]
A 4-piece molecular cluster, C5H19N2O3 overall in a non-equilibrium geometry. Source: OMol25; level of theory: the ωB97M-V functional and the def2-TZVPD basis.

Element x y z (Å)
C1 -0.64 -1.45 0.16
C2 0.72 -1.11 -0.46
C3 1.54 -0.13 0.36
C4 2.32 0.72 -0.32
N1 3.12 1.72 0.24
C5 1.60 -0.30 1.86
N2 -1.31 -0.12 0.45
H1 -0.54 -1.99 1.08
H2 -1.26 -1.90 -0.59
H3 0.58 -0.75 -1.49
H4 1.24 -2.03 -0.78
H5 2.35 0.70 -1.41
H6 2.95 2.63 -0.13
H7 3.01 1.73 1.25
H8 0.84 0.26 2.41
H9 2.56 0.00 2.27
H10 1.50 -1.36 2.09
H11 -1.89 -0.21 1.29
H12 -1.93 0.21 -0.29
H13 -0.62 0.60 0.62
H14 0.30 1.84 -3.20
H15 0.41 0.99 -4.45
O1 -0.17 1.16 -3.70
H16 -1.69 -1.17 3.61
H17 -3.21 -1.37 3.17
O2 -2.53 -0.74 3.43
H18 -3.18 -0.02 -2.93
H19 -3.05 1.52 -2.34
O3 -3.02 0.58 -2.20

Summary:
Energy relative to the best compared isomer or geometry (same formula, charge and spin) in kcal/mol: 31.2
Net charge: +1
LUMO level in eV: -2.81
HOMO energy in eV: -11.62
HOMO-LUMO gap in eV: 8.8
Max |F| in eV/A: 2.3
Energy in a.u.: -536.8888

Here are the Löwdin charges for atoms 1 to 5, given in e: C -0.113; C -0.167; C -0.319; C -0.153; N 0.070

[5]
The molecule C5H11N. Source: OMol25; level of theory: the ωB97M-V functional and the def2-TZVPD basis.

Element x y z (Å)
C1 -1.05 -0.75 -1.21
C2 1.69 0.62 -0.76
N1 0.50 0.71 0.05
C3 1.77 0.65 0.73
C4 -0.44 -0.41 0.15
C5 -1.51 0.03 1.15
H1 -0.41 -0.41 -2.04
H2 -1.20 -1.83 -1.34
H3 -2.02 -0.26 -1.34
H4 1.92 -0.32 -1.26
H5 1.89 1.51 -1.36
H6 2.08 -0.28 1.21
H7 2.04 1.56 1.27
H8 0.07 -1.31 0.56
H9 -1.08 0.24 2.13
H10 -2.30 -0.71 1.27
H11 -1.95 0.97 0.78

Summary:
Energy relative to the best compared isomer or geometry (same formula, charge and spin) in kcal/mol: 30.1
SMILES string: CC(C)N1CC1
LUMO level in eV: 1.26
HOMO energy in eV: -8.99
HOMO-LUMO gap in eV: 10.2
Max |F| in eV/A: 0.4
Energy in a.u.: -251.8145

Here are the Löwdin charges for atoms 1 to 5, given in e: C -0.056; C -0.157; N -0.118; C -0.142; C -0.443

[6]
The molecule CH4FNP2 in a non-equilibrium geometry. Source: OMol25; level of theory: the ωB97M-V functional and the def2-TZVPD basis.

Element x y z (Å)
C1 0.85 0.88 0.22
N1 1.98 1.21 -0.19
F1 0.54 1.05 1.49
P1 -1.02 -1.45 0.56
P2 -0.74 0.19 -0.83
H1 2.16 1.09 -1.17
H2 -1.58 -0.63 1.54
H3 -2.27 -1.80 0.07
H4 0.08 -0.54 -1.70

Summary:
⟨S²⟩: 2.01
Energy relative to the best compared isomer or geometry (same formula, charge and spin) in kcal/mol: 82.7
LUMO level (alpha / beta) in eV: 0.79 / -3.46
HOMO energy (alpha / beta) in eV: -4.89 / -9.92
HOMO-LUMO gap (alpha / beta) in eV: 5.7 / 6.5
Max |F| in eV/A: 1.1
Spin multiplicity: 3
Energy in a.u.: -877.6130

Here are the Löwdin charges for atoms 1 to 5, given in e: C -0.733; N 0.116; F -0.025; P 0.532; P 0.523